1.
Computed, not measured: a structure of composition C7H10, with wB97M-V/def2-TZVPD.

Computed properties:
**HOMO**: -8.78 eV
**E**: -7419.173 eV
**2S+1**: 1
**Gap between HOMO and LUMO**: 9.835 eV
**Energy above the lowest of the compared OMol25 structures with the same formula, charge and spin**: 1.862 eV

CARTESIAN COORDINATES (ANGSTROEM)
C 2.01185 -0.03104 -0.00472
C 0.49748 0.02096 -0.01392
C -0.38867 -0.82370 0.95644
C -1.50620 -0.37628 -0.02734
C -0.42885 -0.55631 -1.13913
C -1.45833 1.14326 0.16094
C -0.15145 1.39903 0.15909
H 2.43163 0.26166 -0.97350
H 2.40262 0.66938 0.74354
H 2.38905 -1.02790 0.24393
H -0.46147 -0.50026 1.99972
H -0.17151 -1.89798 0.89175
H -2.48003 -0.86858 -0.07054
H -0.54585 0.04189 -2.04843
H -0.22931 -1.60745 -1.38373
H -2.30045 1.81755 0.26264
H 0.38947 2.33576 0.24327


2.
Computed, not measured: a structure of composition C7H10 at a distorted geometry, with wB97M-V/def2-TZVPD.

Computed properties:
**HOMO**: -9.17 eV
**E**: -7415.801 eV
**2S+1**: 1
**Gap between HOMO and LUMO**: 10.219 eV
**Energy above the lowest of the compared OMol25 structures with the same formula, charge and spin**: 5.233 eV

CARTESIAN COORDINATES (ANGSTROEM)
C -0.69347 1.30803 -0.59303
C -0.81899 -0.22528 -0.77193
C 0.59488 -0.52808 -1.12781
C 1.19011 -0.10434 0.29455
C 0.43668 -1.09302 1.27483
C -0.80241 -0.30109 0.86034
C 0.08600 0.96524 0.67040
H -0.20685 1.84300 -1.41674
H -1.65402 1.76747 -0.33957
H -1.22484 -0.49199 -1.82369
H 0.14982 -0.12813 -2.35699
H 0.99903 -1.42542 -1.56204
H 2.26431 0.04053 0.44255
H 0.46412 -2.17415 1.10111
H 0.70822 -0.90125 2.33197
H -1.74043 -0.26451 1.41785
H 0.27844 1.68621 1.47555


3.
Computed, not measured: an isolated molecule of C7H10, with wB97M-V/def2-TZVPD.

Computed properties:
**HOMO**: -9.12 eV
**E**: -7418.222 eV
**2S+1**: 1
**Gap between HOMO and LUMO**: 10.269 eV
**Energy above the lowest of the compared OMol25 structures with the same formula, charge and spin**: 2.813 eV
**SMILES**: C#CC1(CC)CC1

CARTESIAN COORDINATES (ANGSTROEM)
C -0.97249 2.38012 0.09250
C -0.67331 1.24535 -0.18356
C -0.39176 -0.17894 -0.14305
C 1.04443 -0.56498 0.26816
C 2.08286 0.54186 0.05827
C -1.18061 -1.19698 -0.94220
C -1.61966 -0.86617 0.44217
H -1.29929 3.33129 0.44228
H 1.35040 -1.44256 -0.31523
H 1.05437 -0.87018 1.32118
H 2.22022 0.77610 -1.00341
H 3.05346 0.23289 0.46050
H 1.78411 1.46480 0.56236
H -1.78774 -0.91527 -1.79570
H -0.67487 -2.15428 -1.04647
H -1.50171 -1.56608 1.26142
H -2.48840 -0.21696 0.52077


4.
Computed, not measured: an isolated molecule of C7H10, with wB97M-V/def2-TZVPD.

Computed properties:
**HOMO**: -9.28 eV
**E**: -7418.566 eV
**2S+1**: 1
**Gap between HOMO and LUMO**: 10.467 eV
**Energy above the lowest of the compared OMol25 structures with the same formula, charge and spin**: 2.468 eV
**SMILES**: C1[C@@H]2CC3(CC3)[C@H]12

CARTESIAN COORDINATES (ANGSTROEM)
C 1.67461 0.81887 0.63677
C 1.54700 -0.64606 0.32646
C 0.58150 -0.91134 -0.82880
C -0.47951 -0.09181 -0.08478
C -1.95193 -0.37411 -0.07699
C -1.42484 0.92432 -0.63643
C 0.42995 0.08025 1.09938
H 1.54676 1.57398 -0.14178
H 2.47788 1.06592 1.33858
H 2.31074 -1.35511 0.65470
H 0.30345 -1.97046 -0.86729
H 0.87006 -0.55257 -1.82093
H -2.33312 -1.10823 -0.78365
H -2.52978 -0.33207 0.84618
H -1.44167 1.07208 -1.71128
H -1.61392 1.82292 -0.05300
H 0.03284 -0.01659 2.10285


5.
Computed, not measured: an isolated molecule of C7H10, with wB97M-V/def2-TZVPD.

Computed properties:
**HOMO**: -8.24 eV
**E**: -7416.237 eV
**2S+1**: 1
**Gap between HOMO and LUMO**: 8.598 eV
**Energy above the lowest of the compared OMol25 structures with the same formula, charge and spin**: 4.798 eV

CARTESIAN COORDINATES (ANGSTROEM)
C -2.16226 -0.56759 -0.24906
C -1.69861 0.81648 -0.46152
C -0.68827 -0.24040 -0.04954
C 0.54125 -0.73088 -0.80559
C 1.23802 -0.58552 0.57051
C 1.93218 0.78024 0.76436
C -0.09138 -0.34614 1.29335
H -2.40029 -1.18556 -1.10982
H -2.70470 -0.79267 0.66372
H -1.58785 1.17143 -1.48309
H -1.94572 1.57871 0.27056
H 0.45396 -1.76842 -1.14691
H 0.92794 -0.11334 -1.62706
H 1.88582 -1.39764 0.91704
H 2.51992 1.04592 -0.11946
H 2.58214 0.75610 1.64278
H 1.19785 1.57928 0.92972


6.
Computed, not measured: an isolated molecule of C7H10, with wB97M-V/def2-TZVPD.

Computed properties:
**HOMO**: -9.07 eV
**E**: -7418.500 eV
**2S+1**: 1
**Gap between HOMO and LUMO**: 10.320 eV
**Energy above the lowest of the compared OMol25 structures with the same formula, charge and spin**: 2.535 eV
**SMILES**: C1C[C@H]2[C@@H]1[C@H]1C[C@@H]21

CARTESIAN COORDINATES (ANGSTROEM)
C -1.34408 0.83935 0.24407
C -1.46055 -0.60068 -0.33569
C -0.09315 -0.41578 -1.03690
C 0.02746 1.01632 -0.46057
C 1.33249 0.60807 0.25102
C 1.12432 -0.53277 1.19187
C 1.18718 -0.81277 -0.28084
H -2.09962 1.51836 -0.16243
H -1.35409 0.93275 1.33485
H -1.50294 -1.41482 0.39511
H -2.29583 -0.72301 -1.03219
H -0.04318 -0.59337 -2.11382
H 0.12678 1.89372 -1.10136
H 2.22715 1.22364 0.28235
H 2.01212 -0.83877 1.74025
H 0.20427 -0.62732 1.76509
H 1.95167 -1.47294 -0.68081


7.
Computed, not measured: an isolated molecule of C7H10 at a distorted geometry, with wB97M-V/def2-TZVPD.

Computed properties:
**HOMO**: -8.54 eV
**E**: -7418.679 eV
**2S+1**: 1
**Gap between HOMO and LUMO**: 9.695 eV
**Energy above the lowest of the compared OMol25 structures with the same formula, charge and spin**: 2.356 eV
**SMILES**: C=CC(C=C)=CC

CARTESIAN COORDINATES (ANGSTROEM)
C -2.57500 -0.83738 -0.61393
C -1.77921 0.00928 0.04756
C -0.31902 0.05900 -0.07709
C 0.36725 1.40962 -0.05590
C 0.73522 1.96029 1.09466
C 0.45576 -1.04112 -0.11712
C 1.94145 -1.11244 -0.18206
H -2.23049 -1.55298 -1.34519
H -3.63504 -0.88354 -0.40699
H -2.31569 0.82484 0.52233
H 0.67866 1.72744 -1.04296
H 1.37473 2.83980 1.01802
H 0.40350 1.71668 2.09178
H -0.09410 -1.93493 -0.41314
H 2.39696 -0.15204 -0.43088
H 2.25997 -1.25657 0.85730
H 2.33503 -1.77597 -0.94640


8.
Computed, not measured: a cluster of 2 separate species, C7H10 in total, with wB97M-V/def2-TZVPD.

Computed properties:
**HOMO**: -7.13 eV
**E**: -7413.366 eV
**2S+1**: 1
**Gap between HOMO and LUMO**: 8.231 eV
**Energy above the lowest of the compared OMol25 structures with the same formula, charge and spin**: 7.669 eV

CARTESIAN COORDINATES (ANGSTROEM)
C 1.73103 -1.27801 -0.60327
C 1.46819 -1.77245 0.60352
C -0.03126 0.33087 -0.66358
C -1.15566 -0.28713 -1.21504
C -1.28186 1.19283 -0.11463
C -0.94562 1.21163 1.36565
C 0.14750 1.29048 0.35158
H 1.24617 -1.66932 -1.49504
H 2.37850 -0.41977 -0.75437
H 0.78696 -2.60822 0.74402
H 1.89812 -1.33839 1.50344
H -1.06451 -0.40220 -2.31422
H -2.03192 -0.80477 -0.81560
H -1.78022 1.99326 -0.63439
H -1.00293 0.30409 1.96179
H -1.19020 2.13446 1.90788
H 0.82770 2.12263 0.17225